91
Properties=species:S:1:pos:R:3:forces:R:3:mulliken_charge:R:1 method="wB97M-V/def2-TZVPD" total_charge=+1 homo_ev=-11.08 gap_ha=0.3072 e_tot_ev=-71472.110
C 3.901 2.336 0.092 -0.087 -0.050 0.008 -1.6439
C 4.273 1.422 -1.082 -0.005 0.153 0.012 0.8828
C 3.702 1.963 -2.408 -0.059 0.036 0.040 -1.3838
C 3.870 -0.038 -0.824 -0.078 -0.168 0.115 0.2686
C 4.835 -0.741 0.121 0.241 -0.056 0.106 -1.4785
C 2.450 -0.141 -0.282 -0.048 0.024 -0.086 -0.2104
O 1.914 -1.452 -0.650 -0.016 0.249 0.061 -0.1950
C 0.604 -1.589 -0.940 -0.204 -0.172 0.085 -0.8098
N -0.379 -0.862 -0.076 -0.352 -0.868 -0.365 0.0422
C -1.545 -0.892 -0.737 0.214 0.007 0.166 0.3940
N -2.723 -0.473 -0.303 0.093 -0.085 -0.184 0.2859
P -3.056 -0.021 1.304 -0.638 0.453 0.683 0.5305
O -1.854 0.272 2.072 0.442 -0.422 -0.276 -0.6558
O -4.111 1.128 1.120 0.147 -0.199 -0.125 -0.3410
O -3.987 -1.163 1.858 0.008 0.084 -0.221 -0.5146
N -1.372 -1.412 -1.997 0.010 0.652 0.015 -0.0359
O -2.350 -0.957 -2.883 0.235 0.109 0.032 -0.3056
C 0.037 -1.175 -2.320 0.079 0.342 0.084 0.4237
Cl 0.262 0.544 -2.738 0.134 -0.026 -0.121 -0.1988
H 4.081 1.862 1.058 0.152 0.055 0.004 0.3054
H 4.465 3.268 0.052 0.004 0.013 0.023 0.4495
H 2.841 2.605 0.060 -0.014 -0.011 -0.004 0.3648
H 5.361 1.429 -1.166 0.019 -0.136 0.001 0.3391
H 3.196 1.181 -2.977 0.041 -0.008 -0.026 0.3032
H 2.981 2.765 -2.242 -0.030 -0.006 0.004 0.3101
H 4.488 2.367 -3.044 0.009 0.015 -0.005 0.3335
H 3.871 -0.576 -1.777 0.092 0.104 -0.079 0.1520
H 4.643 -1.815 0.164 -0.071 -0.010 -0.009 0.3826
H 4.745 -0.357 1.139 -0.045 0.032 0.007 0.2528
H 5.864 -0.597 -0.206 0.015 -0.055 -0.107 0.1104
H 2.461 -0.110 0.807 -0.040 0.087 0.016 -0.0981
H 1.805 0.646 -0.665 -0.018 -0.045 -0.052 0.4447
H 0.361 -2.655 -0.841 0.224 -0.053 -0.161 0.3739
H -0.386 -1.035 0.924 0.052 0.525 0.096 0.1965
H -3.514 -0.422 -0.964 -0.105 -0.129 0.060 0.2023
H -3.771 1.858 0.586 -0.118 0.157 0.048 0.3164
H -3.537 -1.727 2.498 -0.032 -0.060 0.172 0.3704
H -2.235 -1.488 -3.682 -0.149 -0.215 0.001 0.3738
H 0.424 -1.741 -3.160 -0.213 -0.331 0.112 0.5898
C 2.856 -3.370 3.955 -0.003 0.019 0.013 -0.6556
C 1.543 -2.961 3.289 -0.016 0.004 -0.026 -0.5005
C 1.711 -1.448 3.200 0.022 -0.066 0.064 0.2941
O 3.104 -1.209 3.034 -0.079 0.051 -0.058 -0.3683
C 3.841 -2.406 3.307 0.011 -0.031 -0.010 -0.3634
H 3.124 -4.412 3.793 -0.014 -0.003 -0.011 0.3636
H 2.801 -3.193 5.030 0.006 0.004 0.002 0.2572
H 1.478 -3.399 2.289 0.017 0.007 -0.005 0.2119
H 0.658 -3.253 3.853 0.012 -0.002 0.013 0.4350
H 1.363 -0.951 4.110 -0.029 -0.003 -0.007 0.3576
H 1.179 -1.003 2.353 0.015 0.044 0.037 -0.4339
H 4.230 -2.807 2.365 -0.004 -0.006 0.002 0.1753
H 4.685 -2.156 3.949 -0.004 0.015 0.002 0.3492
C -7.423 2.137 2.299 -0.092 0.080 0.069 0.0692
C -8.625 1.246 1.987 0.033 0.002 -0.045 -0.3261
C -9.760 2.027 2.639 0.016 -0.020 0.016 -0.5342
O -9.400 3.404 2.541 -0.035 0.014 -0.005 -0.4018
C -8.035 3.528 2.158 0.033 -0.018 -0.005 -0.4706
H -6.568 1.994 1.640 -0.007 -0.033 -0.004 -0.1879
H -7.089 1.969 3.325 0.003 0.010 0.005 0.3390
H -8.788 1.185 0.908 0.006 0.006 0.002 0.0817
H -8.535 0.233 2.378 0.003 0.001 0.003 0.4170
H -9.870 1.757 3.694 0.007 -0.003 -0.001 0.2628
H -10.721 1.881 2.145 -0.002 0.006 0.002 0.3078
H -7.983 3.876 1.119 0.005 0.001 0.002 0.2390
H -7.559 4.275 2.793 0.003 -0.002 -0.002 0.2895
C -6.457 1.427 -3.108 -0.017 -0.019 0.031 -0.7558
C -7.214 1.536 -1.783 0.051 0.012 -0.006 -0.4104
C -6.618 0.384 -0.991 -0.079 -0.128 0.063 -0.3520
O -5.255 0.267 -1.438 0.417 -0.054 -0.240 -0.5655
C -5.064 1.038 -2.638 -0.164 0.153 -0.010 -0.3110
H -6.457 2.348 -3.687 -0.006 0.005 0.008 0.3856
H -6.886 0.635 -3.724 0.003 -0.004 0.001 0.3094
H -7.000 2.490 -1.295 0.004 -0.001 0.001 0.1511
H -8.292 1.446 -1.895 -0.001 0.002 -0.004 0.4470
H -7.138 -0.554 -1.199 0.016 0.000 -0.021 0.2322
H -6.607 0.545 0.084 0.000 -0.007 0.005 0.0503
H -4.473 1.930 -2.399 0.022 -0.028 0.000 0.2308
H -4.510 0.439 -3.359 -0.004 -0.033 -0.011 0.2127
C 9.849 -0.787 -1.108 -0.018 -0.018 0.012 -0.6225
C 9.559 -1.790 -2.224 0.004 0.022 -0.008 -0.5682
C 8.037 -1.773 -2.261 0.018 -0.022 0.009 -0.4187
O 7.643 -0.452 -1.882 -0.061 0.046 -0.006 -0.3220
C 8.765 0.256 -1.346 0.029 0.000 -0.005 -0.3040
H 10.851 -0.364 -1.149 0.003 -0.006 -0.013 0.3550
H 9.716 -1.259 -0.133 -0.006 0.005 0.003 0.2692
H 9.967 -1.429 -3.171 -0.007 0.002 -0.004 0.2614
H 9.962 -2.783 -2.035 0.003 0.003 0.013 0.3285
H 7.616 -2.490 -1.547 0.005 -0.002 -0.001 0.2415
H 7.627 -1.989 -3.249 -0.004 0.008 0.000 0.2838
H 9.091 1.009 -2.071 0.006 -0.001 0.002 0.2878
H 8.452 0.767 -0.434 -0.010 -0.002 -0.002 0.2485